*a*
Entry from the OMol25 dataset: C22H37N8O5S4Y as an isolated structure (the ωB97M-V functional and the def2-TZVPD basis).

Structure (XYZ):
```
77
Properties=species:S:1:pos:R:3:mulliken_charge:R:1
Y 0.0202 -0.8806 0.6051 0.2259
C 5.1776 -6.5637 -3.8980 -1.4359
C 4.3710 -5.5329 -3.1525 1.0489
C 3.3975 -4.7789 -3.8039 -0.8806
C 2.6739 -3.8119 -3.1257 -0.6656
C 2.9135 -3.5970 -1.7761 -0.6568
C 3.8744 -4.3386 -1.1085 -0.2019
C 4.5977 -5.3002 -1.8004 -0.7582
S 1.9853 -2.3409 -0.9224 1.8405
O 0.5955 -2.8270 -0.9004 -0.7907
O 2.5610 -2.2641 0.4191 -0.7063
N 1.9780 -1.0224 -1.6959 -0.0912
C 3.0030 -0.0353 -1.4216 -0.6835
C 2.5851 1.0186 -0.3809 0.4176
O 3.1613 2.1111 -0.4091 -0.8007
O 1.6509 0.7065 0.4316 -0.2770
H 4.7017 -6.8274 -4.8428 0.3410
H 5.2926 -7.4749 -3.3089 0.3578
H 6.1795 -6.1899 -4.1229 0.2817
H 3.2058 -4.9525 -4.8572 0.2755
H 1.9246 -3.2150 -3.6307 0.4058
H 4.0337 -4.1567 -0.0542 0.4894
H 5.3472 -5.8843 -1.2769 0.3361
H 3.2281 0.5101 -2.3391 0.3305
H 3.9485 -0.4601 -1.0604 0.2746
S 0.2805 -2.9842 2.5656 -0.4015
C -1.2297 -3.0295 3.4235 0.6561
C -1.2518 -3.8646 4.5957 -0.1664
N -1.2443 -4.5265 5.5396 -0.6043
C -2.3734 -2.3790 3.0649 0.3411
S -2.5441 -1.3578 1.6613 -0.4127
C -3.5571 -2.5443 3.8606 -0.2254
N -4.5254 -2.6471 4.4788 -0.6330
N 0.2297 0.3186 2.8056 -0.4850
H 1.2157 0.5539 2.8692 0.2527
H 0.0288 -0.4004 3.4953 0.3234
H -0.3015 1.1463 3.0607 0.0025
N 0.6367 3.7140 -1.4038 -0.7613
N -0.0567 3.1414 -0.2780 -0.2973
H 1.5770 3.3252 -1.4346 0.2412
H 0.7423 4.7019 -1.2087 0.2491
H 0.6338 2.7940 0.3876 0.3280
H -0.5190 2.2880 -0.5983 -0.3726
C -3.0667 1.0453 -1.9512 -1.6974
C -1.8152 0.1622 -1.9952 1.6697
C -0.8642 0.6681 -3.0849 -1.4078
C -2.2251 -1.2821 -2.2950 -1.7688
O -1.1652 0.2208 -0.7571 1.3402
H -3.5969 1.0295 -2.9083 0.5186
H -2.7859 2.0790 -1.7315 0.3132
H -3.7426 0.6903 -1.1699 0.3045
H -1.3331 0.6214 -4.0738 0.4322
H 0.0381 0.0534 -3.0829 0.0971
H -0.5739 1.7030 -2.8851 0.3422
H -2.7637 -1.3539 -3.2454 0.4189
H -2.8676 -1.6568 -1.4946 0.3059
H -1.3374 -1.9159 -2.3443 0.2745
C -0.9825 6.3485 3.0250 -1.1836
C -0.3197 5.0454 2.6022 -0.7640
N -1.2864 4.0217 2.2503 0.2757
C -1.8147 3.1747 3.1566 -0.1844
S -1.4988 3.2767 4.8186 -0.3586
N -2.6307 2.2164 2.6836 0.2331
C -3.1266 2.0899 1.3195 0.8692
C -4.1956 3.1250 0.9911 -1.5378
H -0.2273 7.0984 3.2721 0.3898
H -1.6025 6.1776 3.9050 0.2930
H -1.6108 6.7402 2.2224 0.2975
H 0.3208 4.6770 3.4049 0.4461
H 0.2975 5.1964 1.7149 0.3236
H -1.2198 3.7142 1.2790 0.3437
H -2.9290 1.5344 3.3619 0.2759
H -3.5217 1.0798 1.2359 0.3691
H -2.3030 2.1324 0.6066 -1.0074
H -5.0546 3.0093 1.6544 0.3707
H -4.5327 2.9949 -0.0389 0.4143
H -3.8119 4.1405 1.1016 0.2794
```

As for the total charge: -2. For the HOMO energy, the calculation gives -1.948 eV. The HOMO-LUMO gap is 0.209 Ha. The value obtained for the LUMO energy is 3.731 eV.



*b*
Entry from the OMol25 dataset: C22H37N8O5S4Y as an isolated structure (the ωB97M-V functional and the def2-TZVPD basis).

Structure (XYZ):
```
77
Properties=species:S:1:pos:R:3:mulliken_charge:R:1
Y 1.2748 -0.2077 0.8091 0.7090
C 2.8545 4.0183 -3.7431 -1.2938
C 3.2945 2.8215 -2.9458 0.8668
C 4.5442 2.7808 -2.3369 -0.8057
C 4.9333 1.7009 -1.5556 -0.5180
C 4.0699 0.6376 -1.3690 -0.5371
C 2.8188 0.6595 -1.9749 0.2394
C 2.4387 1.7394 -2.7533 -1.2061
S 4.6073 -0.7442 -0.3840 1.5717
O 4.4937 -1.9265 -1.2212 -0.7052
O 5.9553 -0.4508 0.0690 -0.8351
N 3.5485 -0.7271 0.8049 -0.1229
C 3.8923 -1.7837 1.7868 -0.5370
C 2.7495 -2.1905 2.7202 0.0729
O 3.0008 -2.9604 3.6406 -0.7697
O 1.5826 -1.7169 2.4412 -0.3426
H 3.7127 4.6105 -4.0659 0.3974
H 2.2103 4.6657 -3.1452 0.2045
H 2.2946 3.7166 -4.6308 0.3384
H 5.2205 3.6202 -2.4578 0.3087
H 5.8999 1.6787 -1.0694 0.5011
H 2.0814 -0.1244 -1.8321 0.6173
H 1.4424 1.7514 -3.1831 0.3740
H 4.7401 -1.4869 2.4073 0.3414
H 4.1835 -2.7108 1.2801 0.4551
S 2.1118 2.5906 0.6789 -0.3186
C 0.8263 3.4751 -0.0759 0.5355
C 1.1459 4.8110 -0.5019 -0.1653
N 1.4255 5.8792 -0.8350 -0.6737
C -0.4394 3.0144 -0.3042 0.4072
S -1.0281 1.4262 0.1004 0.1015
C -1.4071 3.8783 -0.9202 -0.3476
N -2.2250 4.5452 -1.3876 -0.6636
N 0.6153 0.8154 2.9888 -0.4922
H 0.3375 1.7582 2.7510 0.2920
H 1.4219 0.8525 3.6006 0.2346
H -0.1406 0.3598 3.4947 0.0332
N -0.5406 -4.0117 2.7102 -0.9472
N -1.2323 -2.8388 2.2430 -0.2126
H 0.4600 -3.8224 2.7086 0.3467
H -0.7214 -4.7421 2.0354 0.2714
H -0.7634 -2.4962 1.4055 0.0789
H -1.0676 -2.1487 2.9684 0.1912
C -1.0911 -3.4379 -1.1472 -1.7365
C -0.0739 -2.3702 -1.5575 1.6150
C -0.7053 -1.4203 -2.5770 -1.1988
C 1.1509 -3.0609 -2.1623 -1.6092
O 0.3184 -1.6516 -0.4282 0.2243
H -1.3964 -4.0515 -2.0003 0.4510
H -1.9862 -2.9794 -0.7187 0.2663
H -0.6484 -4.0906 -0.3889 0.2185
H -1.0920 -1.9579 -3.4494 0.4292
H 0.0388 -0.6987 -2.9250 0.1038
H -1.5112 -0.8521 -2.1094 0.0818
H 0.8942 -3.6251 -3.0658 0.4237
H 1.5883 -3.7452 -1.4327 0.3438
H 1.9184 -2.3295 -2.4146 0.2508
C -4.6121 -1.6945 -0.0318 -1.5300
C -3.4890 -0.8669 0.5659 2.8238
N -3.4290 -0.9714 2.0222 -0.0002
C -3.3912 0.0234 2.9202 0.0959
S -2.6094 -0.1981 4.4153 -0.4775
N -4.0045 1.1955 2.6672 -0.0206
C -5.0794 1.4875 1.7298 -0.2712
C -4.7059 2.5236 0.6822 -0.7248
H -4.5866 -1.6245 -1.1217 0.3136
H -5.5955 -1.3646 0.3142 0.4058
H -4.4993 -2.7459 0.2427 0.3533
H -3.5304 0.1749 0.2631 -0.6679
H -2.5299 -1.2239 0.1782 -1.9026
H -2.9578 -1.8203 2.3394 0.5221
H -3.8353 1.8677 3.3946 0.2386
H -5.9354 1.8446 2.3130 0.4117
H -5.4021 0.5521 1.2741 -0.0103
H -4.4548 3.4769 1.1527 0.3110
H -5.5437 2.6985 0.0026 0.3211
H -3.8362 2.2189 0.1010 -0.0515
```

As for the total charge: -2. For the HOMO energy, the calculation gives -2.132 eV. The HOMO-LUMO gap is 0.231 Ha. The value obtained for the LUMO energy is 4.143 eV.



Name the least stable of them. *b*.



*a*
Entry from the OMol25 dataset: a 2-piece molecular cluster, C4H13N3O overall (the ωB97M-V functional and the def2-TZVPD basis).

Structure (XYZ):
```
21
Properties=species:S:1:pos:R:3:mulliken_charge:R:1
N 2.8235 0.3760 -0.5572 -0.5144
C 2.2126 -0.4166 0.3887 -0.0326
N 1.0725 -0.9621 0.4017 -0.4271
C 0.2045 -1.0644 -0.7496 -0.5161
C -1.2208 -1.3932 -0.2981 -0.5548
C -1.7485 -0.6146 0.9081 -0.8225
N -1.7465 0.8519 0.7242 -0.4889
H 3.5997 0.9196 -0.2009 0.2788
H 2.1723 0.9344 -1.0551 0.2774
H 2.7887 -0.5620 1.3104 0.3419
H 0.5550 -1.9464 -1.3099 0.3778
H 0.2487 -0.3004 -1.5378 0.3253
H -1.9555 -1.1338 -1.0727 0.2727
H -1.2170 -2.4567 -0.0716 0.3106
H -2.7759 -0.8772 1.1548 0.3631
H -1.1328 -0.8803 1.7697 0.4202
H -1.8656 1.3046 1.6130 0.2028
H -2.5364 1.1083 0.1541 0.2231
O 0.4248 2.4978 -0.8310 -0.7009
H -0.2712 1.8273 -0.8364 0.3369
H 0.3676 2.7877 0.0956 0.3269
```

For the HOMO energy, the calculation gives -8.783 eV. The structure (SMILES) is N/C=N\CCCN.O. The HOMO-LUMO gap is 0.355 Ha. The value obtained for the LUMO energy is 0.883 eV.



*b*
Entry from the OMol25 dataset: C4H13N3O as an isolated structure (the ωB97M-V functional and the def2-TZVPD basis).

Structure (XYZ):
```
21
Properties=species:S:1:pos:R:3:mulliken_charge:R:1
C 0.6614 1.5687 -1.3096 -1.0372
C -1.1661 1.7466 0.2974 -0.9434
N -0.1851 0.8612 -0.3409 0.0816
C 0.4929 -0.5955 0.5928 0.5379
C 1.8393 -0.5420 0.7716 -1.0660
O -0.3279 -0.8382 1.6831 -0.5616
H 0.1658 -0.5678 2.4704 0.3306
H 0.0383 1.8905 -2.1465 0.3902
H 1.4081 0.9006 -1.7364 0.3112
H 1.1588 2.4222 -0.8477 0.3154
H -1.8307 2.1403 -0.4739 0.3476
H -1.7681 1.1878 1.0115 0.3121
H -0.6703 2.5709 0.8144 0.3291
H 2.5035 -0.2511 -0.0288 0.1927
H 2.2888 -0.9909 1.6476 0.2665
N -0.2583 -1.6292 -0.6173 -0.3443
N -1.2452 -2.5906 -0.2809 -0.6989
H -0.8865 -3.1849 0.4694 0.2549
H 0.4364 -2.0273 -1.2461 0.2714
H -0.6331 0.0193 -0.8776 0.4433
H -2.0220 -2.0905 0.1478 0.2670
```

For the HOMO energy, the calculation gives -6.399 eV. The HOMO-LUMO gap is 0.263 Ha. The value obtained for the LUMO energy is 0.765 eV.



Name the least stable of them. *b*.



*a*
Entry from the OMol25 dataset: a 2-piece molecular cluster, C4H13N3O overall (the ωB97M-V functional and the def2-TZVPD basis).

Structure (XYZ):
```
21
Properties=species:S:1:pos:R:3:mulliken_charge:R:1
N 0.7764 -2.4529 -1.3734 -0.4612
C 0.8642 -1.5111 -0.3534 -0.5428
C -0.0324 -0.5563 -0.1232 0.5808
N -1.2283 -0.4073 -0.8976 -0.5010
C 0.2254 0.5530 0.8871 -0.6801
C 1.5210 1.3412 0.5933 -0.6480
N 1.3966 2.4245 -0.3645 -0.6260
H 1.0575 -3.4051 -1.2461 0.1958
H 0.0070 -2.2923 -1.9995 0.1974
H 1.7630 -1.5480 0.2530 0.3244
H -1.1695 0.3580 -1.5319 0.1759
H -1.6984 -1.2251 -1.2451 0.1898
H 0.2211 0.0588 1.8623 0.3695
H -0.5352 1.3340 0.9046 0.3344
H 2.2565 0.6509 0.1831 0.3243
H 2.0155 1.6799 1.5094 0.3578
H 0.6400 3.0410 -0.0665 0.2767
H 1.0860 2.0619 -1.2509 0.2298
O -3.2330 0.2957 1.4485 -0.7137
H -2.3547 0.1497 1.0749 0.3220
H -3.5789 -0.5505 1.7359 0.2942
```

For the HOMO energy, the calculation gives -7.755 eV. The structure (SMILES) is N/C=C(\N)CCN.O. The HOMO-LUMO gap is 0.313 Ha. The value obtained for the LUMO energy is 0.761 eV.



*b*
Entry from the OMol25 dataset: C4H13N3O as an isolated structure (the ωB97M-V functional and the def2-TZVPD basis).

Structure (XYZ):
```
21
Properties=species:S:1:pos:R:3:mulliken_charge:R:1
C -1.0227 0.4694 -0.2171 0.0747
C -1.9891 -0.6717 0.0642 -1.3653
C -0.9389 1.4361 0.9571 -1.2168
H -1.4062 1.0244 -1.0904 0.3102
H 0.2541 0.3466 -1.0140 0.2945
H -2.9927 -0.3115 0.3227 0.4381
H -1.6674 -1.2559 0.9313 0.2467
H -2.1122 -1.3397 -0.7946 0.2690
H -0.4398 0.9623 1.8061 0.2414
H -0.3581 2.3280 0.7054 0.2546
H -1.9253 1.7797 1.2925 0.4135
N 1.5111 0.0179 -1.0207 -0.0884
C 1.1457 -0.8044 0.2168 0.4451
N 2.3227 1.1636 -0.7826 -0.7401
N 0.7946 -2.0945 -0.1481 -0.4387
O 1.5557 -0.4662 1.3032 -0.5827
H 1.8641 -0.5275 -1.8074 0.3020
H 1.6925 1.8863 -0.4413 0.3102
H 2.9277 0.9453 0.0096 0.2878
H 0.5978 -2.6783 0.6521 0.2725
H 0.1865 -2.2101 -0.9446 0.2717
```

For the HOMO energy, the calculation gives -7.409 eV. The HOMO-LUMO gap is 0.299 Ha. The value obtained for the LUMO energy is 0.741 eV.



*c*
Entry from the OMol25 dataset: a 2-piece molecular cluster, C4H13N3O overall (the ωB97M-V functional and the def2-TZVPD basis).

Structure (XYZ):
```
21
Properties=species:S:1:pos:R:3:mulliken_charge:R:1
H -2.4952 -0.6577 -0.9251 0.2736
N -2.0923 -1.5777 -0.9648 -0.6508
C -0.8504 -1.6809 -1.1222 0.1052
N 0.0959 -0.5563 -1.1564 -0.2324
C -0.5157 0.7543 -0.9319 -1.0298
C 0.5268 1.8327 -0.6115 -0.5244
C 1.2825 1.6306 0.7165 -0.5331
N 0.3654 1.4772 1.8307 -0.3966
H -0.3043 -2.6108 -0.9737 0.4074
H 0.5967 -0.6225 -2.0411 0.2491
H -1.1754 0.6400 -0.0637 0.4397
H -1.1422 1.1044 -1.7536 0.3554
H 1.1277 1.8866 -1.5286 0.3187
H -0.0308 2.7748 -0.5795 0.3223
H 1.9493 0.7573 0.7515 0.2259
H 1.9688 2.4681 0.8095 0.3857
H 0.4505 2.1813 2.5366 0.1841
H -0.5135 1.0064 1.7154 0.1406
O 0.8697 -2.1030 1.5815 -0.6826
H 0.8193 -1.4469 0.8831 0.3167
H 0.3995 -1.7689 2.3620 0.3253
```

For the HOMO energy, the calculation gives -9.083 eV. The structure (SMILES) is [H]/N=C\NCCCN.O. The HOMO-LUMO gap is 0.364 Ha. The value obtained for the LUMO energy is 0.825 eV.



*d*
Entry from the OMol25 dataset: C4H13N3O in the gas phase (the ωB97M-V functional and the def2-TZVPD basis).

Structure (XYZ):
```
21
Properties=species:S:1:pos:R:3:mulliken_charge:R:1
C 1.4885 1.1360 -0.2260 -1.6083
C 0.0566 0.8095 -0.6483 0.4741
C -0.0517 0.7319 -2.1679 -1.5874
C -0.4364 -0.5090 -0.0309 -0.1629
N 0.3801 -1.6165 -0.4456 -0.6416
N -0.4311 -0.4042 1.4450 0.0670
N -0.9023 -1.5895 1.9877 -0.6538
O -1.2918 0.7028 1.8462 -0.4738
H 1.7325 2.1592 -0.5027 0.4168
H 2.1927 0.4746 -0.7243 0.3427
H 1.6061 1.0277 0.8495 0.4243
H -0.6069 1.6013 -0.2868 0.3681
H 0.5232 -0.1144 -2.5334 0.3329
H -1.0871 0.6021 -2.4730 0.3766
H 0.3307 1.6446 -2.6183 0.4256
H -1.4670 -0.7003 -0.3781 0.5178
H 0.0248 -2.4741 -0.0373 0.3329
H 1.3243 -1.4862 -0.1009 0.2351
H -0.7893 -1.5651 2.9958 0.2445
H -1.8863 -1.7627 1.7628 0.2294
H -0.7096 1.3325 2.2865 0.3397
```

For the HOMO energy, the calculation gives -9.157 eV. The structure (SMILES) is CC(C)[C@@H](N)N(N)O. The HOMO-LUMO gap is 0.371 Ha. The value obtained for the LUMO energy is 0.950 eV.



Name the least stable of them. *b*.